This record from the OMol25 dataset describes a structure of composition C22H46MgO15S4 in a non-equilibrium geometry. The level of theory is the ωB97M-V functional and the def2-TZVPD basis.

Positions of all 88 atoms, in Å:
Mg -0.11 -1.25 -1.84
O -1.57 -1.20 -0.52
C -0.98 -0.41 0.45
C 0.29 0.51 0.18
O 1.04 0.15 -0.96
H -0.55 -1.15 1.17
H -1.65 0.27 1.02
H 0.86 0.73 1.10
H -0.14 1.52 -0.01
C 2.53 -1.25 5.60
C 1.74 -0.26 4.78
C 0.77 -0.96 3.78
O -0.50 -0.55 4.26
C -0.41 0.24 5.35
O -1.32 0.78 5.90
O 0.87 0.45 5.67
H 1.99 -2.13 5.95
H 3.04 -0.72 6.40
H 3.36 -1.62 4.98
H 2.28 0.52 4.24
H 0.91 -2.04 3.90
H 0.91 -0.63 2.75
C -3.45 2.05 3.82
C -3.41 2.22 2.31
C -4.48 1.34 1.62
O -5.09 2.19 0.65
C -4.74 3.46 0.94
O -5.11 4.40 0.31
O -3.79 3.55 1.91
H -3.10 1.07 4.13
H -4.45 2.30 4.19
H -2.71 2.73 4.26
H -2.45 2.13 1.81
H -5.23 1.07 2.38
H -4.16 0.39 1.21
C 3.43 5.24 0.53
C 3.09 4.52 -0.78
C 1.61 4.15 -0.87
O 1.19 4.74 -2.11
C 2.10 5.61 -2.54
O 2.06 6.23 -3.56
O 3.26 5.48 -1.84
H 2.97 6.21 0.70
H 4.50 5.42 0.44
H 3.26 4.57 1.38
H 3.74 3.68 -0.99
H 1.06 4.49 0.01
H 1.40 3.09 -1.05
C -3.15 -4.27 -3.18
S -1.39 -4.26 -2.95
O -1.09 -2.80 -2.78
C -1.29 -4.94 -1.29
H -3.61 -5.21 -2.88
H -3.34 -3.90 -4.18
H -3.60 -3.55 -2.48
H -2.03 -4.37 -0.72
H -0.29 -4.74 -0.91
H -1.51 -6.00 -1.29
C 2.61 -4.72 -0.13
S 2.45 -2.97 -0.75
O 1.03 -2.68 -1.06
C 2.81 -2.10 0.80
H 2.24 -5.43 -0.86
H 2.00 -4.67 0.77
H 3.57 -5.06 0.25
H 3.88 -2.22 0.99
H 2.09 -2.45 1.54
H 2.66 -1.05 0.52
C 3.33 -2.72 -4.33
S 2.16 -1.35 -4.44
O 1.01 -1.54 -3.51
C 3.17 -0.13 -3.52
H 3.57 -2.91 -3.29
H 4.18 -2.49 -4.97
H 2.74 -3.59 -4.64
H 4.20 -0.12 -3.89
H 3.25 -0.41 -2.47
H 2.64 0.80 -3.69
C -2.42 2.09 -1.98
S -2.39 0.76 -3.24
O -1.08 0.05 -3.04
C -3.79 -0.13 -2.63
H -3.32 2.68 -2.08
H -1.54 2.73 -2.08
H -2.39 1.74 -0.95
H -4.75 0.22 -2.98
H -3.75 -0.48 -1.59
H -3.69 -1.15 -3.03

Its largest force on an atom is 3.0 eV/Å. The calculation puts the LUMO energy at -0.2 eV. Its HOMO-LUMO gap is 6.5 eV. As for the electronic energy: -3787.28059 hartree. The calculation puts the energy above the lowest of the compared OMol25 structures with the same formula, charge and spin at 0.0 kJ/mol.

---

This record from the OMol25 dataset describes a cluster of 12 separate species, C22H46N13O25 in total. The level of theory is the ωB97M-V functional and the def2-TZVPD basis.

Positions of all 106 atoms, in Å:
C -1.24 -1.76 -1.53
N -0.81 -0.71 -2.43
C -1.58 -0.72 -3.68
C -0.89 0.63 -1.89
O 0.00 1.40 -2.12
C -2.13 1.02 -1.14
N -2.53 2.35 -1.60
O -3.85 2.55 -0.81
C -4.79 2.69 -1.74
O -4.90 3.65 -2.48
C -5.79 1.57 -1.82
C -6.86 1.66 -2.72
C -7.77 0.62 -2.82
C -7.62 -0.52 -2.05
C -6.58 -0.62 -1.14
C -5.67 0.43 -1.03
H -1.33 -2.69 -2.10
H -0.48 -1.94 -0.76
H -2.20 -1.58 -1.04
H -2.66 -0.63 -3.49
H -1.26 0.12 -4.29
H -1.39 -1.66 -4.20
H -1.93 1.01 -0.05
H -2.91 0.27 -1.33
H -6.94 2.55 -3.33
H -8.60 0.70 -3.52
H -8.33 -1.34 -2.16
H -6.46 -1.51 -0.54
H -4.86 0.37 -0.32
C -6.85 -5.51 -2.36
N -6.61 -4.14 -1.80
O -7.27 -3.80 -0.84
O -5.76 -3.48 -2.35
H -7.62 -5.98 -1.77
H -7.15 -5.38 -3.39
H -5.91 -6.05 -2.29
C -3.51 2.17 2.44
N -3.30 0.72 2.72
O -2.78 0.39 3.77
O -3.64 -0.03 1.84
H -3.15 2.73 3.29
H -2.98 2.41 1.53
H -4.58 2.31 2.29
C -0.33 -1.06 4.99
N 0.97 -1.75 4.77
O 1.13 -2.35 3.72
O 1.79 -1.68 5.65
H -0.96 -1.21 4.12
H -0.78 -1.48 5.88
H -0.12 0.00 5.14
C 4.08 -2.63 3.11
N 5.40 -3.29 2.92
O 5.60 -3.89 1.89
O 6.20 -3.20 3.83
H 3.48 -2.80 2.22
H 3.62 -3.05 3.99
H 4.27 -1.57 3.26
C 8.08 -3.16 6.21
N 8.89 -2.90 7.43
O 9.60 -3.78 7.85
O 8.77 -1.80 7.94
H 8.29 -4.17 5.88
H 7.04 -3.04 6.47
H 8.37 -2.43 5.46
C 6.59 -2.69 10.12
N 5.14 -2.80 9.80
O 4.33 -2.52 10.66
O 4.86 -3.16 8.67
H 6.69 -2.36 11.15
H 7.02 -3.67 9.97
H 7.02 -1.97 9.43
C 6.91 -6.91 1.63
N 7.16 -8.36 1.90
O 7.67 -8.65 2.96
O 6.84 -9.14 1.03
H 7.24 -6.34 2.48
H 7.46 -6.65 0.73
H 5.84 -6.79 1.46
C 2.25 3.02 -3.11
N 3.13 4.22 -3.06
O 3.08 4.94 -2.09
O 3.87 4.41 -4.01
H 1.65 2.98 -2.22
H 1.63 3.12 -4.00
H 2.90 2.16 -3.20
C 5.69 6.52 -5.45
N 6.58 7.71 -5.42
O 6.53 8.44 -4.45
O 7.31 7.88 -6.38
H 5.11 6.49 -4.54
H 5.06 6.61 -6.33
H 6.33 5.64 -5.54
C -5.87 6.65 -2.75
N -7.16 6.85 -3.47
O -7.15 7.48 -4.51
O -8.16 6.37 -2.96
H -5.10 7.14 -3.32
H -5.98 7.09 -1.77
H -5.69 5.58 -2.67
C -2.48 3.26 -6.84
N -2.12 1.83 -7.05
O -1.58 1.26 -6.13
O -2.41 1.33 -8.12
H -2.17 3.54 -5.84
H -1.97 3.83 -7.60
H -3.56 3.34 -6.96

Its largest force on an atom is 0.9 eV/Å. The calculation puts the LUMO energy at 1.1 eV. Its HOMO-LUMO gap is 4.8 eV. As for the electronic energy: -3457.63702 hartree. Its total charge is -1.

---

Which of these has the lowest largest force on an atom?
C22H46N13O25